Version A
Here is an isolated molecule of C4H12N2OSi from the OMol25 dataset. Energies are from ωB97M-V with the def2-TZVPD basis set.

```
! RIJCOSX wB97M-V def2-TZVPD def2/J DEFGRID3
* xyz 0 1
C 1.5301 1.5094 -2.2221
O 0.2783 0.9627 -1.8443
Si -0.0340 -0.1787 -0.5959
N -0.1142 -1.8459 -1.1741
C -1.6021 0.2174 0.3858
C -1.3084 -0.4327 1.6999
C 0.1668 -0.0070 2.0220
N 0.9683 -0.2283 0.7483
H 2.1836 0.8608 -1.7878
H 1.7953 2.4624 -1.7366
H 1.6886 1.5429 -3.3455
H 0.1072 -2.4757 -0.4333
H -0.7409 -2.3003 -1.8730
H -2.3244 -0.4257 -0.1217
H -2.1234 1.1606 0.4227
H -1.3499 -1.5301 1.6483
H -1.9276 -0.0018 2.4512
H 0.2186 1.1718 2.2261
H 0.6289 -0.5169 2.7598
H 1.9595 0.0552 0.7701
*
```

As for the orbital gap: 9.89 eV. Its structure (SMILES) is CO[Si@]1(N)CCCN1.

Version B
Here is a structure of composition C4H12N2OSi from the OMol25 dataset. Energies are from ωB97M-V with the def2-TZVPD basis set.

```
! RIJCOSX wB97M-V def2-TZVPD def2/J DEFGRID3
* xyz 0 1
C 3.2853 0.3969 -0.0332
C -1.5821 -1.2983 -1.1605
C -1.2896 1.6855 -0.6624
C -1.1957 -0.6246 1.9392
N 1.0242 -0.0244 -0.1241
N 1.9362 0.7382 -0.4394
O 1.1674 -1.2504 0.3453
Si -0.8474 -0.1051 0.1559
H 3.8547 0.3300 -0.9686
H 3.5844 1.1898 0.5391
H 3.1194 -0.6040 0.4923
H -1.8566 -2.2421 -0.7498
H -2.1584 -0.7986 -1.8931
H -0.6032 -1.4988 -1.6748
H -0.5355 1.8469 -1.5067
H -2.3536 1.9137 -0.9552
H -1.2677 2.6474 -0.1100
H -1.2798 0.0786 2.7216
H -2.3076 -0.9012 1.9551
H -0.6943 -1.4794 2.1293
*
```

As for the orbital gap: 10.27 eV.

Which is the most stable structure? version A is the most stable.

Version A
Here is an isolated molecule of C2H7NS from the OMol25 dataset. Energies are from ωB97M-V with the def2-TZVPD basis set.

```
! RIJCOSX wB97M-V def2-TZVPD def2/J DEFGRID3
* xyz 0 1
C -1.8271 -0.6742 -0.3767
S -0.1970 -0.7220 -1.1215
C 0.9033 0.3431 -0.2730
N 1.8734 -0.0802 0.8097
H -1.9809 0.2516 0.3035
H -2.1689 -1.5904 0.1271
H -2.4439 -0.7151 -1.3044
H 0.2982 1.2366 0.2434
H 1.4698 1.0348 -1.0377
H 2.5707 0.6840 0.8455
H 1.5025 0.2320 1.7841
*
```

As for the orbital gap: 9.63 eV. Its structure (SMILES) is CSCN.

Version B
Here is an isolated molecule of C2H7NS from the OMol25 dataset. Energies are from ωB97M-V with the def2-TZVPD basis set.

```
! RIJCOSX wB97M-V def2-TZVPD def2/J DEFGRID3
* xyz 0 1
C -0.1227 1.4207 0.0571
C -0.6443 -1.2346 0.0751
N 2.2467 -0.3695 -0.3142
S 0.6871 -0.1085 0.7420
H 0.5038 2.2399 0.3088
H -1.0441 1.4392 0.4390
H -0.0120 1.4344 -0.9807
H -0.4484 -2.2928 0.5479
H -0.5199 -1.0531 -1.0102
H -1.6704 -0.8962 0.4786
H 2.9393 -0.6790 0.4887
*
```

As for the orbital gap: 8.76 eV.

Which is the most stable structure? version A is the most stable.

Version A
Here is a cluster of 2 separate species, C7H11N3O in total from the OMol25 dataset. Energies are from ωB97M-V with the def2-TZVPD basis set.

```
! RIJCOSX wB97M-V def2-TZVPD def2/J DEFGRID3
* xyz 0 1
C -2.9941 2.3057 0.3932
N -2.5618 0.9221 0.3596
C -3.4262 -0.0728 0.0163
C -2.8378 -1.4678 0.0238
O -4.5948 0.1638 -0.2753
H -2.1439 2.9410 0.6935
H -3.8121 2.4462 1.1197
H -3.3452 2.6338 -0.5996
H -1.5953 0.6844 0.5962
H -2.4687 -1.7359 1.0281
H -3.6204 -2.1884 -0.2674
H -2.0018 -1.5483 -0.6913
C 4.5622 -0.9183 0.5063
C 3.3699 -0.4770 1.0790
N 2.3311 -0.0608 0.3412
C 2.5182 -0.0984 -0.9856
C 3.7106 -0.5398 -1.5584
N 4.7493 -0.9560 -0.8205
H 5.3971 -1.2537 1.1356
H 3.2445 -0.4569 2.1697
H 1.6833 0.2370 -1.6150
H 3.8359 -0.5599 -2.6490
*
```

As for the orbital gap: 9.79 eV. Its structure (SMILES) is CNC(C)=O.c1cnccn1.

Version B
Here is a cluster of 2 separate species, C7H11N3O in total from the OMol25 dataset. Energies are from ωB97M-V with the def2-TZVPD basis set.

```
! RIJCOSX wB97M-V def2-TZVPD def2/J DEFGRID3
* xyz 0 1
C -3.1931 -0.6051 -0.3914
N -2.3798 0.1313 -1.0312
C -2.7658 1.1818 -2.0279
O -1.1169 0.1247 -0.8924
H -4.3129 -0.5200 -0.5833
H -2.8834 -1.3189 0.2695
H -1.7786 1.6573 -2.2408
H -3.2329 0.5621 -2.8422
H -3.4052 1.9125 -1.6759
C 0.8345 0.6173 2.6061
C 0.9227 0.7661 1.2824
N 1.7755 -0.2131 0.5846
C 2.5776 -1.1804 1.0341
C 3.3610 -1.6311 0.0138
N 3.0898 -0.8426 -1.0802
C 2.1049 -0.0542 -0.7213
H 0.1922 1.3036 3.2212
H 1.4341 -0.0307 3.1457
H 0.3438 1.4129 0.5376
H 2.6632 -1.5939 2.0056
H 3.9786 -2.4726 0.0778
H 1.7906 0.7931 -1.2919
*
```

As for the orbital gap: 9.02 eV. Its structure (SMILES) is C=[N+](C)[O-].C=Cn1ccnc1.

Which is the most stable structure? version A is the most stable.

Version A
Here is a cluster of 2 separate species, C4H11NSi in total from the OMol25 dataset. Energies are from ωB97M-V with the def2-TZVPD basis set.

```
! RIJCOSX wB97M-V def2-TZVPD def2/J DEFGRID3
* xyz 0 1
C -2.9184 -0.4634 0.1853
C -2.1670 0.5750 -0.0743
C 0.9230 -2.0743 -0.1392
C 1.3817 2.3070 -0.0854
N 1.4672 -0.7061 -0.2068
Si 1.0188 0.6702 0.6997
H -3.8374 -0.7106 -0.3288
H -2.5604 -1.2328 0.9489
H -2.4886 1.3472 -0.9482
H 0.0795 -2.1323 -0.7754
H 1.6825 -2.8741 -0.3972
H 0.5921 -2.1680 0.9213
H 0.8088 2.2978 -0.9082
H 1.0309 3.1625 0.4588
H 2.4011 2.3440 -0.2907
H 1.4325 -0.5272 -1.2100
H 1.1536 0.1850 2.1503
*
```

As for the orbital gap (spin up / spin down): 7.01 / 7.00 eV.

Version B
Here is a cluster of 2 separate species, C4H11NSi in total from the OMol25 dataset. Energies are from ωB97M-V with the def2-TZVPD basis set.

```
! RIJCOSX wB97M-V def2-TZVPD def2/J DEFGRID3
* xyz 0 1
C 0.5142 0.1724 2.4480
Si -0.2404 -0.8687 1.2427
C -0.8022 -0.2479 -0.4930
C -0.5237 -2.7798 1.5131
H 0.4273 1.2701 2.1847
H 0.5537 0.0663 3.5381
H -1.5355 0.4706 -0.4388
H -0.0656 0.2605 -1.0863
H -1.3120 -1.0656 -1.0846
H -0.8643 -3.0388 2.4429
H -1.2771 -3.0249 0.9186
H 0.3821 -3.3514 1.3913
C 0.7101 2.6969 -2.6793
N 1.0008 1.4962 -2.4192
H -0.3861 2.9204 -2.8474
H 1.4434 3.6124 -2.4880
H 1.9754 1.4114 -2.1428
*
```

As for the orbital gap: 8.63 eV. Its structure (SMILES) is C=[Si](C)C.C=N.

Which is the most stable structure? version B is the most stable.

Version A
Here is a cluster of 2 separate species, C8H9BrNO3S in total from the OMol25 dataset. Energies are from ωB97M-V with the def2-TZVPD basis set.

```
! RIJCOSX wB97M-V def2-TZVPD def2/J DEFGRID3
* xyz -1 1
C 1.8179 -2.4593 0.0884
C 1.9087 -0.1797 1.0874
C 0.5499 -2.0571 -0.6345
C 1.0009 -1.0367 -1.6806
C 1.7074 0.4524 -0.0790
C -1.9843 0.8401 0.4979
C -1.4391 1.7717 1.4278
C -1.9362 1.2201 -0.9380
N 1.5495 0.0569 -1.2883
O 2.1674 0.3497 2.1565
O 2.3530 -3.5452 0.0439
O 2.2621 -1.5988 0.9935
S -2.6129 -0.6311 0.9727
Br 1.8630 2.3755 -0.0558
H 0.2602 -3.0696 -0.9158
H -0.2832 -1.6441 -0.0269
H 0.8675 -1.2449 -2.7324
H -1.8751 1.5863 2.4702
H -2.0892 2.6141 1.1337
H -0.4175 2.1462 1.4488
H -1.5213 0.3682 -1.4044
H -1.3243 2.0278 -1.2182
H -2.8246 1.6574 -1.3470
*
```

As for the orbital gap: 6.18 eV.

Version B
Here is the ion C8H9BrNO3S with charge -1 from the OMol25 dataset. Energies are from ωB97M-V with the def2-TZVPD basis set.

```
! RIJCOSX wB97M-V def2-TZVPD def2/J DEFGRID3
* xyz -1 1
C 1.3330 0.6616 -0.4537
C 0.6930 -0.2440 0.5772
C 1.4600 -1.2616 1.3708
C -0.6428 -0.2306 0.5872
C -1.4252 -1.4092 1.2362
O -1.4125 -1.5009 2.4764
O -1.9796 -2.2317 0.5032
N -1.4717 0.7559 0.0046
C -1.4392 2.0629 -0.3347
O -0.6464 2.9412 -0.0637
C -2.7788 1.8947 -1.1207
Br -4.5469 2.8157 -0.6919
C -2.7318 0.4412 -0.7091
S -2.5855 -0.8465 -2.0590
H 0.6921 1.5078 -0.7551
H 2.3368 1.0299 -0.0904
H 1.8234 0.0176 -1.3306
H 2.0021 -1.9457 0.7986
H 0.7532 -1.9874 1.8365
H 2.1280 -0.7732 2.2229
H -2.6977 2.1155 -2.2197
H -3.4280 0.0023 0.0317
H -2.1969 -1.7175 -1.0977
*
```

As for the orbital gap: 7.39 eV. Its structure (SMILES) is CC(C)=C(C(=O)[O-])N1C(=O)[C@H](Br)[C@H]1S.

Which is the most stable structure? version B is the most stable.

Version A
Here is a cluster of 2 separate species, C5H14S in total from the OMol25 dataset. Energies are from ωB97M-V with the def2-TZVPD basis set.

```
! RIJCOSX wB97M-V def2-TZVPD def2/J DEFGRID3
* xyz 1 2
C -2.5416 1.4690 1.5059
C -2.6121 0.0784 0.8947
H -2.4663 2.3249 0.8250
H -3.3611 1.8244 2.1234
H -1.6240 1.5814 2.1061
H -1.8226 -0.0649 0.1681
H -3.5879 -0.1771 0.4773
H -2.5674 -0.7464 1.6181
C 1.1259 -0.0552 -1.6845
C 1.3184 1.4462 -1.3040
C 0.6150 -0.6819 1.1325
S 1.2536 -1.3254 -0.4342
H 0.1034 0.1671 -2.0487
H 1.6682 -0.4916 -2.5286
H 2.3631 1.7516 -1.4950
H 1.0876 1.5771 -0.2667
H 1.3324 -1.1397 1.8224
H 0.6421 0.4005 1.1653
H -0.3190 -1.1772 1.4083
H 0.8557 2.1031 -2.0374
*
```

As for the orbital gap (spin up / spin down): 11.67 / 6.56 eV. As for the expectation value of S²: 0.75.

Version B
Here is a cluster of 2 separate species, C5H14S in total from the OMol25 dataset. Energies are from ωB97M-V with the def2-TZVPD basis set.

```
! RIJCOSX wB97M-V def2-TZVPD def2/J DEFGRID3
* xyz 1 2
C -2.5030 -0.8918 1.1983
C -1.5157 -0.9350 2.3651
H -2.0661 -1.4031 0.3375
H -3.3849 -1.4767 1.4527
H -2.8639 0.0949 0.9318
H -0.5451 -0.4476 2.1969
H -1.1919 -1.9755 2.4337
H -1.9027 -0.5894 3.3166
C 0.8373 0.7186 -0.1322
C 0.5396 1.8834 -1.1015
C 2.4307 -0.5949 -2.0869
S 2.3935 -0.1215 -0.3957
H 0.8979 1.1556 0.8637
H 0.0603 -0.0605 -0.1578
H -0.5319 2.0285 -1.1444
H 0.9950 1.7934 -2.0812
H 2.0137 0.1785 -2.7411
H 3.4946 -0.6368 -2.3217
H 1.9140 -1.5465 -2.2226
H 0.9287 2.8265 -0.7108
*
```

As for the orbital gap (spin up / spin down): 11.59 / 6.33 eV. As for the expectation value of S²: 0.75.

Which is the most stable structure? version B is the most stable.